# 1
# C36H61AsClGeN4O9Rb

C36H61AsClGeN4O9Rb as an isolated structure (the ωB97M-V functional and the def2-TZVPD basis, OMol25).

Values from the calculation:
LUMO level (spin up / spin down) = 1.14 / 0.34 eV
⟨S²⟩ = 0.7946
Highest occupied orbital energy (spin up / spin down) = -4.47 / -4.47 eV
E = -7101.39555 hartree
HOMO-LUMO gap (spin up / spin down) = 0.2062 / 0.1768 Ha
Charge = -1
Spin multiplicity = 2

Geometry (Å):
Rb -0.4911 0.1710 -0.0713
C 1.2528 -3.4570 2.2298
O 1.9144 -2.4323 1.4765
C 3.0506 -2.8765 0.8621
C 4.2364 -2.9327 1.5846
C 5.4163 -3.3213 0.9724
C 5.4179 -3.6544 -0.3818
C 4.2439 -3.6088 -1.1045
C 3.0457 -3.2428 -0.4860
N 1.8194 -3.1966 -1.1538
N 1.7712 -3.6863 -2.3124
C 0.9617 -3.2190 -3.2443
C 0.4443 -1.8504 -3.1157
O 0.7767 -1.1630 -2.1583
C -0.4347 -1.3718 -4.1760
C -0.7314 -2.1512 -5.2234
C -0.2190 -3.5037 -5.3697
C -0.5705 -4.2880 -6.4707
C -0.0917 -5.5739 -6.6070
C 0.7558 -6.1032 -5.6320
C 1.1112 -5.3462 -4.5363
C 0.6322 -4.0386 -4.3894
H 0.8271 -4.1996 1.5545
H 0.4460 -2.9736 2.7759
H 1.9613 -3.9215 2.9231
H 4.2111 -2.6488 2.6288
H 6.3360 -3.3523 1.5415
H 6.3387 -3.9438 -0.8706
H 4.2286 -3.8626 -2.1563
H -0.8185 -0.3662 -4.0619
H -1.3842 -1.7818 -6.0062
H -1.2334 -3.8714 -7.2199
H -0.3749 -6.1713 -7.4637
H 1.1319 -7.1130 -5.7333
H 1.7632 -5.7519 -3.7745
C -1.1259 3.6191 2.9490
C -0.2237 3.9786 1.7691
C 1.2181 3.5791 2.0988
C -0.2942 5.4932 1.5392
O -0.6975 3.2586 0.6527
Ge -0.0381 3.5980 -1.0929
O -1.2157 2.3031 -1.7919
C -2.3454 2.6427 -2.5707
C -3.1503 3.7842 -1.9414
C -3.2280 1.3992 -2.6530
C -1.8834 3.0456 -3.9763
O 1.3005 2.2875 -0.8375
C 2.4144 2.1711 -1.6926
C 1.9741 1.9297 -3.1399
C 3.2858 3.4361 -1.6261
C 3.2358 0.9817 -1.1938
H -0.7792 4.0932 3.8718
H -2.1456 3.9580 2.7544
H -1.1389 2.5365 3.0907
H 1.5715 4.0866 3.0013
H 1.2736 2.4986 2.2452
H 1.8791 3.8269 1.2676
H -0.0450 6.0358 2.4551
H 0.3989 5.8001 0.7550
H -1.3038 5.7701 1.2293
H -3.4432 3.5104 -0.9281
H -2.5540 4.6991 -1.9076
H -4.0537 3.9867 -2.5227
H -3.6015 1.1365 -1.6631
H -4.0845 1.5717 -3.3100
H -2.6620 0.5472 -3.0364
H -1.2343 3.9226 -3.9205
H -1.3126 2.2298 -4.4270
H -2.7321 3.2809 -4.6245
H 1.4024 2.7832 -3.5116
H 2.8382 1.7792 -3.7932
H 1.3336 1.0485 -3.1800
H 2.7339 4.2963 -2.0078
H 3.5625 3.6366 -0.5888
H 4.2004 3.3201 -2.2138
H 2.6395 0.0684 -1.2139
H 4.1233 0.8338 -1.8155
H 3.5558 1.1674 -0.1657
N -2.4650 -2.3621 3.5313
C -3.5467 -1.3695 3.4871
C -2.9671 0.0339 3.5383
C -4.0102 1.1426 3.5271
C -4.7025 1.3884 2.1825
N -3.8632 1.8611 1.0860
H -1.9258 -2.2798 2.6726
H -2.8704 -3.2911 3.4760
H -4.1890 -1.5233 4.3610
H -4.1736 -1.4800 2.5934
H -2.2862 0.1627 2.6898
H -2.3482 0.1149 4.4369
H -3.5323 2.0783 3.8322
H -4.7779 0.9205 4.2795
H -5.4966 2.1238 2.3453
H -5.1929 0.4733 1.8414
H -3.1813 2.5502 1.3875
H -3.3325 1.1124 0.6612
O -1.2199 -2.5323 0.5236
Cl -2.4929 -2.4257 -0.1760
O -2.2662 -2.6124 -1.5853
O -3.4136 -3.4023 0.3353
O -3.0182 -1.0918 0.0500
C 0.9625 -1.4095 5.2413
As 0.8680 0.0573 3.9402
C 0.7334 1.4975 5.2694
C 2.8034 0.2098 3.6319
H 1.7291 -1.2083 5.9926
H 1.1880 -2.3446 4.7320
H -0.0088 -1.5172 5.7227
H 1.4954 1.3761 6.0409
H -0.2552 1.4760 5.7299
H 0.8626 2.4601 4.7780
H 3.3238 0.5459 4.5300
H 2.9976 0.9060 2.8167
H 3.1785 -0.7683 3.3347

Mulliken atomic charge list, values in e, 99 entries: Rb -0.78; C -0.65; O 0.89; C 0.27; C -0.60; C -0.83; C -0.88; C -0.40; C 0.26; N 0.43; N -0.59; C 0.05; C 0.29; O 0.70; C -0.86; C -1.09; C 0.95; C -0.86; C -0.57; C -0.66; C -0.45; C 0.50; H 0.24; H -0.26; H 0.44; H 0.36; H 0.43; H 0.39; H 0.48; H 0.59; H 0.37; H 0.41; H 0.38; H 0.41; H 0.44; C -1.51; C 1.51; C -1.15; C -2.09; O 0.92; Ge -1.50; O 1.14; C 1.42; C -1.61; C -1.04; C -1.71; O 1.17; C 1.23; C -1.69; C -2.10; C -1.32; H 0.56; H 0.56; H -0.06; H 0.52; H -0.07; H 0.13; H 0.42; H 0.37; H 0.38; H 0.15; H 0.37; H 0.47; H 0.14; H 0.43; H 0.00; H 0.32; H 0.21; H 0.41; H 0.33; H 0.51; H 0.26; H 0.37; H 0.38; H 0.46; H -0.07; H 0.46; H 0.28; N -0.44; C -0.89; C 1.37; C -0.91; C -0.92; N -0.29; H 0.01; H 0.27; H 0.41; H 0.38; H -0.65; H 0.11; H 0.19; H 0.44; H 0.38; H 0.50; H 0.12; H -0.02; O -0.54; Cl 1.57; O -0.65

# 2
# C36H61BIN3O11

A 7-piece molecular cluster, C36H61BIN3O11 overall (the ωB97M-V functional and the def2-TZVPD basis, OMol25).

Values from the calculation:
LUMO level = -1.26 eV
Highest occupied orbital energy = -8.51 eV
E = -2722.28528 hartree
HOMO-LUMO gap = 0.2661 Ha
Charge = 0
Structure (SMILES) = CC[C@@H](I)c1c(B(N)O)cc2c(c1CCCCN(C)C(C)=O)C(=O)N(O)C2=O.CC(C)=O.CC(C)=O.CC(C)=O.CC(C)=O.CC(C)=O.CC(C)=O

Geometry (Å):
C 2.9949 3.0892 1.2444
C 4.0517 2.2211 2.2056
C 4.6810 0.9031 1.4401
I 6.0599 -0.2205 2.7893
C 3.5722 -0.1953 0.9407
C 3.5101 -0.7723 -0.6246
B 4.5775 -0.2799 -1.8182
N 4.9722 1.1680 -2.0531
O 5.1654 -1.3063 -2.7345
C 2.4063 -1.9169 -1.1273
C 1.3090 -2.5658 -0.1035
C 1.4138 -1.9748 1.4201
C 2.4490 -0.8437 1.9973
C 2.3074 -0.4290 3.5763
C 1.1556 0.7782 3.6597
C -0.2856 0.2888 4.2248
C -1.5914 0.5741 3.2995
N -1.3354 1.0314 1.8873
C -2.0848 0.2288 0.8487
C -1.4794 2.5250 1.7026
C -1.4534 3.1220 0.1403
O -1.5820 3.4456 2.6650
C 0.2269 -2.8658 2.1099
O -0.0510 -3.1997 3.3715
N -0.6830 -3.4423 1.0041
O -1.2983 -4.5563 1.4370
C 0.1495 -3.7086 -0.2681
O -0.0546 -4.6661 -1.1826
H 2.7942 4.0937 1.8539
H 2.0103 2.5061 1.0014
H 3.6158 3.4096 0.2889
H 4.9726 2.9641 2.3666
H 3.6289 2.0084 3.2758
H 5.3828 1.3216 0.5919
H 5.9250 1.2848 -1.6365
H 4.3144 1.7258 -1.4476
H 4.7405 -1.1500 -3.6372
H 2.4053 -2.3102 -2.2445
H 1.9543 -1.3606 4.1986
H 3.2833 -0.0283 4.0808
H 1.6063 1.5587 4.4426
H 1.1657 1.3189 2.6267
H -0.2515 -0.8541 4.4969
H -0.4644 0.8552 5.2603
H -2.3262 1.2831 3.9182
H -2.1861 -0.4578 3.2142
H -3.1895 0.5936 0.7243
H -1.9951 -0.9357 1.0960
H -1.5054 0.3536 -0.1876
H -2.4088 2.8380 -0.4734
H -0.5264 2.5651 -0.3669
H -1.2896 4.3026 0.1512
H -2.0267 -4.3486 2.1015
C -6.9375 0.3807 -0.4754
C -5.6793 1.0919 -0.8960
C -5.4692 1.3172 -2.3695
O -4.8545 1.4743 -0.0675
H -6.9547 0.2885 0.6158
H -7.8122 0.9546 -0.7918
H -6.9615 -0.6212 -0.9115
H -6.2784 1.9328 -2.7703
H -5.4277 0.3571 -2.8900
H -4.5201 1.8414 -2.5248
C 5.6265 -2.6563 5.7573
C 4.3452 -2.1903 6.3952
C 3.6838 -3.1166 7.3804
O 3.8573 -1.0948 6.1219
H 5.9901 -1.8860 5.0688
H 6.3848 -2.8243 6.5263
H 5.4477 -3.5745 5.1921
H 4.3554 -3.3050 8.2218
H 3.4184 -4.0552 6.8876
H 2.7690 -2.6492 7.7601
C -8.8194 5.3315 -2.3746
C -7.4457 4.8086 -2.0500
C -6.7528 5.3813 -0.8426
O -6.9100 3.9464 -2.7446
H -9.1967 4.8281 -3.2711
H -9.5008 5.1260 -1.5452
H -8.7714 6.4056 -2.5707
H -7.3421 5.1781 0.0552
H -6.6127 6.4576 -0.9703
H -5.7702 4.9107 -0.7308
C 10.1569 0.5784 -2.6011
C 9.0263 0.1543 -1.7023
C 8.3374 -1.1458 -2.0205
O 8.6788 0.8436 -0.7448
H 10.5593 1.5350 -2.2513
H 10.9547 -0.1681 -2.5722
H 9.7914 0.7054 -3.6233
H 9.0540 -1.9692 -1.9656
H 7.8908 -1.0956 -3.0167
H 7.5424 -1.3238 -1.2885
C -9.7606 -2.6891 -2.2326
C -10.0548 -1.6267 -1.2076
C -10.9775 -1.9916 -0.0756
O -9.5604 -0.5037 -1.2919
H -9.0809 -2.2842 -2.9900
H -9.2796 -3.5453 -1.7529
H -10.6868 -2.9986 -2.7235
H -10.5508 -2.8166 0.5004
H -11.9579 -2.2699 -0.4702
H -11.0986 -1.1277 0.5867
C 2.5941 -2.5480 -6.1164
C 3.8523 -1.8367 -6.5370
C 4.0624 -1.6115 -8.0104
O 4.6771 -1.4544 -5.7085
H 2.5769 -2.6401 -5.0252
H 1.7194 -1.9741 -6.4328
H 2.5701 -3.5499 -6.5524
H 3.2532 -0.9958 -8.4113
H 4.1039 -2.5716 -8.5309
H 5.0115 -1.0873 -8.1657

Mulliken atomic charge list, values in e, 99 entries: C -0.77; C -0.38; C -0.72; I 0.13; C 0.96; C -0.13; B 0.64; N -0.64; O -0.73; C -0.91; C -0.02; C -0.13; C 1.08; C -0.75; C 0.19; C -0.52; C -0.83; N 0.47; C -0.90; C 0.42; C -0.68; O -0.63; C 0.16; O -0.63; N 0.31; O -0.47; C 0.17; O -0.57; H 0.36; H 0.00; H 0.29; H 0.41; H 0.26; H 0.23; H 0.28; H 0.31; H 0.31; H 0.19; H 0.44; H 0.20; H 0.30; H -0.46; H 0.22; H 0.35; H 0.27; H 0.32; H 0.40; H 0.26; H 0.23; H 0.08; H 0.21; H 0.28; H 0.36; C -1.03; C 0.85; C -0.99; O -0.65; H 0.26; H 0.32; H 0.29; H 0.29; H 0.39; H 0.22; C -0.80; C 0.87; C -1.22; O -0.53; H -0.12; H 0.39; H 0.31; H 0.37; H 0.32; H 0.31; C -1.15; C 0.85; C -1.01; O -0.57; H 0.30; H 0.33; H 0.34; H 0.32; H 0.37; H 0.19; C -1.14; C 0.86; C -0.93; O -0.57; H 0.31; H 0.33; H 0.31; H 0.45; H 0.27; H 0.12; C -1.12; C 0.85; C -1.13; O -0.53; H 0.28; H 0.32

# 3
# C36H61BIrN6O8S2Si4

C36H61BIrN6O8S2Si4 as an isolated structure (the ωB97M-V functional and the def2-TZVPD basis, OMol25).

Values from the calculation:
LUMO level (spin up / spin down) = 2.02 / 1.29 eV
⟨S²⟩ = 6.0316
Highest occupied orbital energy (spin up / spin down) = -2.73 / -5.30 eV
E = -4422.61820 hartree
HOMO-LUMO gap (spin up / spin down) = 0.1746 / 0.2420 Ha
Charge = -1
Spin multiplicity = 5

Geometry (Å):
Ir -0.2936 -0.2574 1.4145
C -3.9313 -2.4822 3.0146
Si -2.9685 -1.4748 4.2837
C -1.9028 -2.6373 5.3079
C -4.1292 -0.5127 5.4115
Si -1.9392 -1.2869 0.1546
Si -1.8496 -3.4691 -0.7048
C -3.4937 -4.4474 -0.6653
C -0.6338 -4.4320 0.3927
C -1.2388 -3.6852 -2.5049
Si -3.8902 -0.0836 -0.3873
C -4.1797 1.3838 0.7924
C -5.5508 -1.0450 -0.3406
C -3.8777 0.6816 -2.1437
H -4.6997 -3.0788 3.5146
H -3.2606 -3.1661 2.4915
H -4.4130 -1.8598 2.2618
H -2.4736 -3.5240 5.5968
H -1.5492 -2.1435 6.2128
H -1.0270 -2.9672 4.7518
H -4.7050 -1.1904 6.0440
H -4.8239 0.1156 4.8516
H -3.5380 0.1432 6.0488
H -3.8347 -4.5869 0.3628
H -3.3767 -5.4362 -1.1140
H -4.2902 -3.9313 -1.2057
H -1.1008 -4.7084 1.3412
H 0.2194 -3.7929 0.6290
H -0.2592 -5.3449 -0.0756
H -1.9295 -3.2281 -3.2185
H -1.1168 -4.7361 -2.7778
H -0.2713 -3.1927 -2.6204
H -3.8105 1.1575 1.7953
H -5.2343 1.6507 0.8826
H -3.6432 2.2690 0.4443
H -5.9442 -1.1065 0.6756
H -5.4470 -2.0657 -0.7142
H -6.3001 -0.5378 -0.9522
H -2.9474 1.2351 -2.2971
H -4.7107 1.3712 -2.3030
H -3.9351 -0.1010 -2.9050
S 0.9810 -1.7737 3.1189
C 2.0910 -0.5540 3.6929
N 1.9612 -0.1867 5.0233
C 2.7712 0.8530 5.4993
C 3.7786 1.3283 4.7094
C 3.9246 0.8113 3.4241
N 3.0423 -0.1260 2.9271
H 1.0331 -0.2552 5.4160
H 2.5464 1.2202 6.4891
H 4.4348 2.1054 5.0778
H 4.7047 1.1362 2.7492
O -3.4382 5.4394 4.0242
C -2.0980 5.8628 3.9447
N -1.2809 5.0290 3.0900
C -0.9597 5.3904 1.8203
O -0.9875 6.5532 1.4501
C -0.4922 4.2943 0.9183
C 0.4392 4.6102 -0.0663
C 0.8562 3.6207 -0.9278
C 0.3510 2.3459 -0.7866
N -0.5465 2.0031 0.1469
C -0.9673 2.9770 0.9694
H -3.4311 4.4768 4.1151
H -1.6462 5.8825 4.9439
H -2.0965 6.8630 3.5158
H -1.2821 4.0493 3.3243
H 0.8043 5.6264 -0.1318
H 1.5740 3.8370 -1.7083
H 0.6627 1.5444 -1.4410
H -1.7410 2.7049 1.6722
C 6.4718 0.1901 -3.5503
C 6.7520 -0.3566 -2.1412
C 7.8390 -1.4294 -2.2503
C 7.3007 0.7721 -1.2561
C 5.4461 -0.9048 -1.5655
C 5.1956 -2.2708 -1.4644
C 3.9945 -2.7818 -0.9692
C 3.0282 -1.8820 -0.5893
O 1.7839 -2.0866 -0.0848
B 1.2475 -0.8165 0.1890
O 2.1714 0.1555 -0.2279
C 3.2665 -0.5109 -0.6808
C 4.4510 -0.0060 -1.1596
H 7.3823 0.6103 -3.9858
H 5.7092 0.9694 -3.5196
H 6.1125 -0.6112 -4.1985
H 8.7682 -0.9790 -2.6043
H 7.5605 -2.2111 -2.9582
H 8.0324 -1.8859 -1.2784
H 8.2716 1.1049 -1.6298
H 7.4248 0.4202 -0.2310
H 6.6370 1.6357 -1.2422
H 5.9486 -2.9849 -1.7677
H 3.8376 -3.8478 -0.8722
H 4.5993 1.0647 -1.2046
N -0.4745 -0.6000 -2.2115
C -0.3213 -0.1286 -3.2576
N -0.0716 0.3617 -4.4664
C 0.1519 -0.6292 -5.5233
C -1.1775 -1.0461 -6.1493
C -1.9096 0.1885 -6.6808
C -2.1134 1.2080 -5.5568
C -0.7720 1.5632 -4.9177
H 0.6674 -1.4861 -5.0912
H 0.8007 -0.1690 -6.2744
H -1.7861 -1.5268 -5.3779
H -0.9990 -1.7697 -6.9470
H -2.8731 -0.0972 -7.1067
H -1.3163 0.6423 -7.4824
H -2.7666 0.7832 -4.7919
H -2.5880 2.1134 -5.9405
H -0.9011 2.2352 -4.0694
H -0.1269 2.0508 -5.6547
O -2.4700 1.8225 4.0174
S -1.4224 0.8239 4.0456
O -1.1246 0.3498 5.3777
O -2.0730 -0.4345 3.2819
O -0.2533 1.2217 3.2727

Mulliken atomic charge list, values in e, 99 entries: Ir 0.71; C -0.54; Si 0.89; C -1.11; C -1.24; Si -0.14; Si 0.92; C -1.26; C -0.91; C -1.08; Si 1.10; C -0.90; C -1.26; C -1.16; H 0.55; H -0.08; H -0.12; H 0.42; H 0.25; H 0.31; H 0.38; H 0.28; H 0.32; H 0.29; H 0.37; H 0.29; H 0.29; H 0.09; H 0.39; H 0.10; H 0.51; H 0.17; H 0.02; H 0.49; H 0.23; H 0.33; H 0.21; H 0.38; H 0.10; H 0.52; H 0.24; S -0.33; C 0.09; N -0.05; C -0.56; C -0.53; C -0.42; N -0.11; H 0.24; H 0.40; H 0.38; H 0.42; O -0.54; C -0.57; N -0.12; C 0.50; O -0.70; C 0.17; C -0.75; C -1.61; C -0.30; N 0.44; C -0.63; H 0.36; H 0.28; H 0.45; H 0.15; H 0.47; H 0.58; H 0.73; H 0.79; C -1.64; C 2.14; C -2.11; C -1.72; C 0.57; C -0.12; C -2.19; C 0.78; O -0.56; B 0.71; O -0.22; C -0.18; C -0.69; H 0.42; H 0.35; H 0.36; H 0.44; H 0.39; H 0.45; H 0.47; H 0.38; H 0.32; H 0.33; H 0.53; H 0.42; N 0.14; C -0.26; N 0.04